(1)
{
  "formula": "C9H16N2P",
  "method": "ωB97M-V/def2-TZVPD",
  "species": ["C", "C", "C", "C", "C", "C", "C", "C", "C", "N", "N", "P", "H", "H", "H", "H", "H", "H", "H", "H", "H", "H", "H", "H", "H", "H", "H", "H"],
  "positions_angstrom": [[-1.71711, -0.01255, 0.11270], [-0.92370, 0.27320, 1.19381], [0.33997, 0.20665, -0.57614], [-3.33173, 1.20534, -3.00839], [-3.89303, -0.13593, -3.17437], [2.01225, -2.10658, 0.84597], [2.21455, 1.66238, 1.95802], [2.63797, -0.74134, 1.27095], [1.50368, 0.30900, 1.64147], [-0.89264, 0.02232, -0.96480], [0.40372, 0.32673, 0.77344], [-2.82875, 2.62529, -2.82651], [-2.81666, 0.04106, -0.10094], [-1.35194, 0.15460, 2.22992], [1.16899, 0.26372, -1.24485], [-3.40097, -0.77981, -3.90386], [-3.91330, -0.57193, -2.16528], [-4.93867, 0.03566, -3.58018], [1.39872, -1.97099, 0.06895], [1.53407, -2.60839, 1.73763], [2.78984, -2.86276, 0.51592], [2.44620, 2.27913, 1.04693], [1.75337, 2.41866, 2.66126], [3.23843, 1.37744, 2.33555], [3.38958, -0.86420, 2.04370], [3.14900, -0.39092, 0.36283], [1.19530, -0.03185, 2.66272], [-1.16716, -0.12394, -1.91644]],
  "nbo_charge": [-0.06, -0.03, 0.26, -0.59, -0.73, -0.61, -0.63, -0.39, -0.07, -0.45, -0.29, 0.59, 0.27, 0.27, 0.25, 0.25, 0.22, 0.27, 0.18, 0.22, 0.24, 0.22, 0.24, 0.24, 0.24, 0.20, 0.23, 0.46],
  "charge": 1,
  "total_energy_ev": -21852.90521,
  "multiplicity": 1,
  "de_lowest_ev": 0.050,
  "e_lumo_ev": -2.998
}



(2)
{
  "formula": "C9H16N2S",
  "method": "ωB97M-V/def2-TZVPD",
  "species": ["S", "C", "N", "C", "C", "C", "C", "C", "C", "N", "C", "C", "H", "H", "H", "H", "H", "H", "H", "H", "H", "H", "H", "H", "H", "H", "H", "H"],
  "positions_angstrom": [[1.98566, -2.08831, -0.92380], [0.41931, -1.22448, -1.06479], [0.31112, 0.13199, -0.84491], [-0.95806, 0.78467, -1.08340], [-1.12166, 1.94441, -0.02490], [-0.64948, 1.49109, 1.37773], [0.78936, 1.90570, 1.63683], [1.77597, 0.82509, 0.99071], [1.46227, 0.85626, -0.49216], [-0.69878, -2.11665, -1.35944], [-0.53598, -3.50908, -1.09116], [-1.45105, -2.76064, -0.13619], [-0.96107, 1.34064, -2.02226], [-1.76766, -0.03013, -1.06006], [-0.45170, 2.87355, -0.21149], [-2.18759, 2.20821, -0.01700], [-0.81288, 0.42464, 1.27690], [-1.32847, 1.82194, 2.13664], [0.96636, 2.32546, 2.71821], [0.89179, 2.83852, 0.85287], [1.63601, -0.24202, 1.56215], [2.81293, 1.27480, 1.01529], [1.45713, 1.90930, -0.83756], [2.41551, 0.49506, -0.83421], [0.31552, -4.00866, -0.40548], [-0.96120, -4.02909, -1.84976], [-0.82582, -2.67719, 0.87773], [-2.52755, -2.76509, -0.18649]],
  "nbo_charge": [-0.32, 0.38, -0.45, -0.22, -0.40, -0.44, -0.39, -0.40, -0.26, -0.47, -0.23, -0.27, 0.20, 0.24, 0.20, 0.22, 0.20, 0.22, 0.22, 0.17, 0.24, 0.21, 0.21, 0.26, 0.24, 0.20, 0.21, 0.22],
  "charge": 0,
  "total_energy_ev": -23403.74564,
  "multiplicity": 1,
  "de_lowest_ev": 3.829,
  "e_lumo_ev": 0.752,
  "smiles": "S=C(N1CCCCCC1)N1CC1"
}



(3)
{
  "formula": "C9H16N3",
  "method": "ωB97M-V/def2-TZVPD",
  "species": ["C", "C", "C", "C", "C", "C", "C", "C", "C", "N", "N", "N", "H", "H", "H", "H", "H", "H", "H", "H", "H", "H", "H", "H", "H", "H", "H", "H"],
  "positions_angstrom": [[0.88260, -1.10818, -1.15705], [-0.47466, -1.49211, -1.03585], [-0.83924, 0.10295, 0.62627], [-3.58915, -0.05353, 0.19417], [-2.60981, -1.22759, 0.04634], [-2.80781, 1.29871, 0.09184], [3.78788, -0.59897, -0.07101], [2.53613, 1.46550, 0.76810], [2.70188, 0.45589, -0.23408], [1.25690, -0.08698, -0.50266], [-1.28386, -0.78371, -0.23851], [-1.60033, 1.13905, 0.79325], [1.47383, -1.85846, -1.59605], [-0.90250, -2.31708, -1.64193], [-4.37647, 0.01729, -0.64447], [-3.94444, -0.24227, 1.22328], [-2.58381, -1.78767, 0.99871], [-2.84632, -1.99988, -0.64739], [-2.41475, 1.49931, -0.91328], [-3.47841, 2.12330, 0.41435], [4.87327, -0.22513, -0.15160], [3.62831, -1.28603, -0.94482], [3.48024, -1.13716, 0.92180], [2.69396, 1.06680, 1.77604], [1.51760, 2.01012, 0.84479], [3.29746, 2.31225, 0.62812], [3.10323, 0.95995, -1.09439], [-1.48173, 1.75363, 1.54603]],
  "nbo_charge": [0.00, 0.08, 0.45, -0.43, -0.24, -0.25, -0.62, -0.62, -0.09, -0.30, -0.35, -0.53, 0.21, 0.24, 0.26, 0.24, 0.23, 0.24, 0.22, 0.25, 0.26, 0.21, 0.22, 0.22, 0.23, 0.23, 0.23, 0.42],
  "charge": 1,
  "total_energy_ev": -14052.10445,
  "multiplicity": 1,
  "de_lowest_ev": 5.999,
  "e_lumo_ev": -4.823
}



(4)
{
  "formula": "C9H16N3",
  "method": "ωB97M-V/def2-TZVPD",
  "species": ["C", "C", "N", "N", "N", "H", "H", "H", "H", "H", "H", "H", "H", "C", "C", "C", "C", "C", "C", "C", "H", "H", "H", "H", "H", "H", "H", "H"],
  "positions_angstrom": [[3.67859, -0.65931, -0.15734], [1.43492, -0.15841, 0.57565], [2.27679, -1.05969, -0.08640], [1.40182, 1.10638, 0.21301], [0.80140, -0.64222, 1.61125], [1.92294, -1.80970, -0.65515], [2.02694, 1.46656, -0.48278], [0.50273, 1.57014, 0.30621], [0.97628, -1.61474, 1.80039], [0.31265, -0.15507, 2.35143], [3.97619, 0.35349, -0.43297], [4.19572, -1.38932, -0.77363], [4.04999, -0.66531, 0.89487], [-2.32814, 0.66218, 1.76709], [-1.88993, 0.37443, 0.35756], [-1.61908, -0.97580, -0.06798], [-1.90396, 1.35251, -0.61269], [-1.47932, -1.20568, -1.41045], [-1.61047, 1.09959, -1.95848], [-1.47806, -0.19481, -2.38191], [-2.53095, 1.73608, 1.83890], [-1.51247, 0.63646, 2.50562], [-1.65372, -1.72543, 0.71399], [-2.26926, 2.36840, -0.43627], [-1.22125, -2.22653, -1.69704], [-1.42529, 2.01827, -2.50291], [-1.40925, -0.44635, -3.43165], [-3.22582, 0.18387, 2.15167]],
  "nbo_charge": [-0.43, 0.73, -0.68, -0.76, -0.71, 0.44, 0.43, 0.44, 0.43, 0.43, 0.20, 0.24, 0.20, -0.64, -0.04, -0.24, -0.25, -0.20, -0.20, -0.21, 0.23, 0.18, 0.22, 0.23, 0.22, 0.23, 0.24, 0.25],
  "charge": 1,
  "total_energy_ev": -14056.19503,
  "multiplicity": 1,
  "de_lowest_ev": 1.909,
  "e_lumo_ev": -3.221
}



(5)
{
  "formula": "C9H16N3O2",
  "method": "ωB97M-V/def2-TZVPD",
  "species": ["C", "C", "C", "C", "C", "C", "C", "C", "C", "N", "N", "N", "O", "O", "H", "H", "H", "H", "H", "H", "H", "H", "H", "H", "H", "H", "H", "H", "H", "H"],
  "positions_angstrom": [[0.58573, -1.92877, -1.29542], [-0.78366, -1.80264, 0.67913], [1.50653, 0.74118, -0.02164], [0.91025, 0.15796, -2.44303], [0.47835, 0.85478, -1.15347], [-0.73449, 0.10381, -0.58357], [-0.65639, 0.30424, 0.96085], [-2.06656, 0.46553, -1.21699], [1.40696, 0.10755, 2.36889], [-0.46824, -1.33246, -0.63303], [-1.60218, 1.05904, 1.63627], [0.72677, 0.78771, 1.25233], [0.95354, -3.03323, -1.00969], [1.21052, -1.21079, -2.24070], [-0.07676, -2.49543, 1.11072], [-1.82851, -1.98625, 0.87188], [2.02114, -0.22223, -0.07727], [2.25163, 1.53649, -0.03803], [0.11519, 0.25049, -3.19132], [1.82409, 0.59575, -2.85220], [0.23081, 1.89570, -1.36922], [-2.86407, -0.12394, -0.77185], [-2.04558, 0.23508, -2.27817], [-2.28164, 1.52350, -1.09367], [1.47673, -0.95983, 2.16153], [2.40755, 0.51734, 2.49587], [0.84773, 0.24900, 3.29297], [-1.60408, 0.96712, 2.64429], [-2.54237, 0.96852, 1.27580], [0.60103, 1.77477, 1.51875]],
  "nbo_charge": [0.88, -0.14, -0.23, -0.07, -0.28, 0.11, 0.33, -0.63, -0.41, -0.52, -0.86, -0.40, -0.58, -0.48, 0.23, 0.20, 0.24, 0.25, 0.21, 0.22, 0.25, 0.23, 0.25, 0.23, 0.24, 0.24, 0.23, 0.40, 0.41, 0.44],
  "charge": 1,
  "total_energy_ev": -18149.90425,
  "multiplicity": 1,
  "de_lowest_ev": 2.274,
  "e_lumo_ev": -3.157
}



(6)
{
  "formula": "C9H16N3O3S",
  "method": "ωB97M-V/def2-TZVPD",
  "species": ["C", "N", "C", "O", "C", "C", "S", "N", "C", "O", "C", "C", "N", "C", "C", "O", "H", "H", "H", "H", "H", "H", "H", "H", "H", "H", "H", "H", "H", "H", "H", "H"],
  "positions_angstrom": [[0.32541, -3.45174, -0.10955], [-0.42775, -2.24128, 0.07220], [-1.33612, -2.03181, 1.03823], [-1.59195, -2.87725, 1.91401], [-2.07163, -0.65517, 1.06961], [-2.86919, -0.34411, -0.23380], [-1.72863, 0.14819, -1.62057], [-1.14454, 0.47493, 1.11897], [0.03402, 0.54175, 1.74307], [0.29547, 0.04731, 2.84585], [1.16707, 1.29672, 0.97804], [2.40544, 0.37370, 0.93152], [0.77520, 1.62995, -0.41194], [1.37504, 2.57122, -1.17890], [0.80952, 2.64620, -2.57116], [2.27121, 3.30987, -0.83694], [0.88111, -3.75701, 0.78471], [1.01782, -3.36159, -0.93927], [-0.35000, -4.25752, -0.35009], [-0.40369, -1.54253, -0.65517], [-2.71938, -0.61471, 1.89095], [-3.56912, 0.46209, -0.05747], [-3.43823, -1.23829, -0.46476], [-1.24276, 1.01551, 0.26978], [1.44822, 2.17694, 1.54090], [2.78553, 0.25200, 1.97114], [3.18412, 0.82314, 0.31118], [2.11674, -0.55125, 0.47058], [0.00321, 1.12714, -0.86000], [-0.22791, 2.93536, -2.45288], [1.29393, 3.42097, -3.15847], [0.93186, 1.67127, -3.04976]],
  "nbo_charge": [-0.41, -0.64, 0.67, -0.66, -0.13, -0.50, -0.63, -0.66, 0.69, -0.65, -0.13, -0.60, -0.70, 0.68, -0.71, -0.66, 0.20, 0.20, 0.19, 0.43, 0.21, 0.20, 0.20, 0.42, 0.22, 0.22, 0.21, 0.20, 0.43, 0.24, 0.22, 0.23],
  "charge": -1,
  "total_energy_ev": -31043.81874,
  "multiplicity": 1,
  "de_lowest_ev": 0.000,
  "e_lumo_ev": 3.287,
  "smiles": "CNC(=O)[C@H](C[S-])NC(=O)[C@@H](C)NC(C)=O"
}